DFT (ωB97M-V/def2-TZVPD) results for a molecular structure, H4O2Rb.

## Properties
- electronic energy (eV) = -4810.35134
- HOMO-LUMO gap (eV) = 12.30
- energy above the lowest of the compared OMol25 structures with the same formula, charge and spin (kcal/mol) = 5.4
- total charge = +1

Last column: Mulliken charge in e.
Atoms and positions in Å:
Rb (-22.12675, 5.84277, 15.70027)  0.96
O (-21.82113, 5.07536, 18.45666)  -0.59
H (-21.01927, 4.55623, 18.28767)  0.33
H (-22.03404, 4.89381, 19.38484)  0.29
O (-24.67297, 6.78761, 16.41886)  -0.65
H (-24.35957, 7.46131, 17.04327)  0.34
H (-25.39718, 7.19894, 15.92085)  0.32